No. 1
The following is a DFT calculation (ωB97M-V/def2-TZVPD) of a molecular structure, C5H8OS2 in a non-equilibrium geometry.

Geometry as XYZ:
```
16
Properties=species:S:1:pos:R:3:forces:R:3:mulliken_charge:R:1
C 0.890 -0.858 0.852 -2.7762 3.9395 -3.6656 0.197
C 0.891 -0.727 -0.754 1.1349 -1.4958 2.3706 -0.528
C -0.304 0.015 -1.331 -0.1584 0.5551 -1.3015 -0.733
C -0.506 1.338 -0.570 -3.4526 -3.3504 1.0302 -0.782
C -1.097 0.912 0.868 1.3994 -1.4401 -3.0817 -0.594
O 1.378 -2.153 2.960 -0.7045 0.0954 2.1432 -0.447
S 0.185 0.225 1.898 -0.3019 0.7525 0.9575 -0.097
S 1.645 -2.139 1.525 3.4026 -4.1181 -0.7845 0.189
H 1.792 -0.126 -0.980 -0.0572 -0.6123 -0.1511 0.253
H 1.072 -1.852 -0.939 -0.4409 1.8029 -0.9919 0.359
H -0.335 0.246 -2.435 1.2141 -0.3013 0.8579 0.298
H -1.191 -0.590 -1.320 -0.6281 -0.3600 0.7530 0.368
H 0.266 1.998 -0.705 2.3603 1.4056 0.6227 0.430
H -1.345 1.840 -0.992 -0.8122 0.4232 -0.7043 0.351
H -1.478 1.771 1.303 -0.9862 1.3420 1.2681 0.412
H -1.863 0.099 0.619 0.8068 1.3618 0.6773 0.325
```
Forces are in eV/Å.

The net charge is 0. The value obtained for the LUMO energy (alpha / beta) is 0.799 / -1.853 eV. The energy above the lowest of the compared OMol25 structures with the same formula, charge and spin comes out at 4.3 kcal/mol. For the molar mass, the calculation gives 148.25 Da. The HOMO energy (alpha / beta) comes out at -6.058 / -9.702 eV. Its multiplicity is 3.

***

No. 2
The following is a DFT calculation (ωB97M-V/def2-TZVPD) of 2 unconnected molecules or ions with the total composition C5H8OSi in a non-equilibrium geometry.

Geometry as XYZ:
```
15
Properties=species:S:1:pos:R:3:forces:R:3:mulliken_charge:R:1
C 1.636 0.736 0.835 -1.2013 -1.4498 1.6673 -0.453
C 1.994 0.534 -0.563 0.6849 2.6189 -2.8040 -0.243
C 0.591 -0.068 1.239 0.2545 -0.2317 -1.6304 -0.502
C 1.367 -0.646 -1.205 1.9846 1.7869 -0.3994 -0.589
C -3.339 -0.002 0.228 -0.2029 2.3131 -0.7718 -0.074
O -2.711 -0.838 -0.361 -0.8463 -0.0610 0.6857 -0.398
Si 0.147 -1.266 -0.168 -1.3749 -0.3930 3.7943 0.036
H 2.070 1.566 1.427 -0.2996 -0.7825 -0.3724 0.348
H 3.067 0.649 -0.842 -0.5744 -0.0223 0.3439 0.337
H 0.154 0.101 2.177 -0.6359 -0.1008 1.1539 0.461
H 1.728 -1.080 -2.068 1.0000 -0.5141 -1.6888 0.587
H -4.241 -0.054 0.867 0.1994 -1.2845 0.1103 0.242
H -3.142 1.108 0.076 0.4478 -0.7780 0.0126 0.198
H 1.476 1.505 -0.985 0.9251 -1.0490 -0.3752 0.164
H -0.798 -2.245 -0.658 -0.3609 -0.0523 0.2741 -0.114
```
Forces are in eV/Å.

The net charge is 0. The value obtained for the LUMO energy (alpha / beta) is 0.500 / -1.203 eV. The energy above the lowest of the compared OMol25 structures with the same formula, charge and spin comes out at 20.2 kcal/mol. For the molar mass, the calculation gives 112.20 Da. The HOMO energy (alpha / beta) comes out at -4.694 / -9.244 eV. Its multiplicity is 3.

***

No. 3
The following is a DFT calculation (ωB97M-V/def2-TZVPD) of a single C5H8S molecule in a non-equilibrium geometry.

Geometry as XYZ:
```
14
Properties=species:S:1:pos:R:3:forces:R:3:mulliken_charge:R:1
C 1.472 -0.208 -0.447 -1.9984 -0.5196 -2.3369 -0.874
C 0.030 0.293 -0.172 0.6336 0.8361 1.0252 0.809
C -0.277 1.785 -0.316 -1.5746 0.3061 2.7481 -1.148
C -0.939 -0.461 0.343 1.4282 -2.9630 0.1450 -0.344
C -0.720 -1.875 0.682 -1.4575 -0.5082 0.5702 -0.570
S -1.882 -2.942 1.238 1.3902 1.4093 -0.7165 -0.224
H 1.527 0.246 -1.491 0.9300 -0.8232 0.9857 0.258
H 1.565 -1.394 -0.552 0.0845 2.9918 0.4866 0.337
H 2.163 0.332 0.203 0.1283 -0.4988 -0.0627 0.262
H -1.265 2.001 0.242 0.9485 -0.7024 -1.3278 0.283
H 0.302 2.465 0.344 0.7270 -0.6273 -0.7883 0.310
H -0.365 2.185 -1.300 0.2342 0.1389 -0.7914 0.327
H -1.908 -0.230 0.616 -1.8567 1.4672 0.0693 0.372
H 0.298 -2.196 0.610 0.3828 -0.5069 -0.0065 0.204
```
Forces are in eV/Å.

The net charge is 0. The value obtained for the LUMO energy is -0.528 eV. The energy above the lowest of the compared OMol25 structures with the same formula, charge and spin comes out at 37.5 kcal/mol. For the molar mass, the calculation gives 100.19 Da. The HOMO energy comes out at -8.513 eV. The SMILES is CC(C)=CC=S. Its multiplicity is 1.

***

No. 4
The following is a DFT calculation (ωB97M-V/def2-TZVPD) of 2 unconnected molecules or ions with the total composition C5H8S in a non-equilibrium geometry.

Geometry as XYZ:
```
14
Properties=species:S:1:pos:R:3:forces:R:3:mulliken_charge:R:1
C 1.179 -0.867 -2.598 -0.8890 -0.3190 -2.2650 -0.416
C 1.709 0.035 -1.828 0.5209 1.1432 -0.2646 0.208
S 2.342 1.262 -1.084 -0.1238 -0.8664 -0.2394 -0.275
H 0.303 -1.450 -2.290 0.5849 0.0652 0.1493 0.282
H 1.336 -0.844 -3.757 0.0818 -0.0136 2.4420 0.224
C 0.176 1.153 1.512 0.3670 1.1522 0.2999 -0.916
C -0.598 0.393 0.762 -0.6352 0.4605 -1.1491 0.297
C -1.521 -0.706 1.280 -0.3632 1.6067 2.1157 -1.163
H 0.329 1.212 2.572 -0.3716 -0.8866 0.6344 0.285
H 0.698 2.002 1.084 0.0622 -0.2066 -0.4951 0.252
H -0.571 0.800 -0.297 -0.4802 -1.3361 0.9877 0.321
H -2.503 -0.888 0.876 -0.1632 0.4950 -0.9551 0.332
H -1.111 -1.664 1.417 1.1248 -1.2611 -0.3654 0.274
H -1.768 -0.439 2.350 0.2844 -0.0334 -0.8954 0.294
```
Forces are in eV/Å.

The net charge is 0. The value obtained for the LUMO energy is -0.196 eV. The energy above the lowest of the compared OMol25 structures with the same formula, charge and spin comes out at 63.9 kcal/mol. For the molar mass, the calculation gives 100.19 Da. The HOMO energy comes out at -8.658 eV. The SMILES is C=C=S.C=CC. Its multiplicity is 1.

***

No. 5
The following is a DFT calculation (ωB97M-V/def2-TZVPD) of 2 unconnected molecules or ions with the total composition C5H8S in a non-equilibrium geometry.

Geometry as XYZ:
```
14
Properties=species:S:1:pos:R:3:forces:R:3:mulliken_charge:R:1
C 1.742 1.036 1.083 1.1284 1.3381 -0.3897 -0.901
C 1.359 0.241 0.081 0.0927 2.1743 0.6649 0.909
C 1.721 0.442 -1.328 5.3527 0.9654 -0.4017 -1.339
S 0.391 -1.111 0.389 -1.2632 -1.6552 0.3457 -0.274
H 2.475 1.883 0.933 -1.0971 -1.0239 -0.1585 0.201
H 1.402 0.960 2.103 -0.0586 -0.4926 0.1399 0.277
H 1.025 0.542 -2.120 -1.1105 -0.1763 -0.2727 0.371
H 2.521 1.308 -1.467 -1.9646 -1.2036 0.5445 0.264
H 2.447 -0.394 -1.514 -0.9451 0.1704 -0.5391 0.358
H 0.266 -1.479 -0.892 -0.1316 -0.1080 0.0689 0.132
C -4.086 -0.328 0.512 0.2196 -2.2746 0.4868 -0.381
C -3.589 -1.378 0.863 -0.0803 2.0772 -0.4452 -0.388
H -4.780 0.373 0.157 -0.2070 0.7539 -0.1905 0.382
H -2.893 -2.095 1.200 0.0645 -0.5452 0.1468 0.391
```
Forces are in eV/Å.

The net charge is 0. The value obtained for the LUMO energy is 0.823 eV. The energy above the lowest of the compared OMol25 structures with the same formula, charge and spin comes out at 77.3 kcal/mol. For the molar mass, the calculation gives 100.19 Da. The HOMO energy comes out at -8.415 eV. The SMILES is C=C(C)S.C#C. Its multiplicity is 1.

***

No. 6
The following is a DFT calculation (ωB97M-V/def2-TZVPD) of a molecular structure, C5H9AsFNO2PS in a non-equilibrium geometry.

Geometry as XYZ:
```
21
Properties=species:S:1:pos:R:3:forces:R:3:mulliken_charge:R:1
C 3.440 -1.503 1.407 -4.5506 2.7716 -8.1160 -0.407
C 2.728 -1.268 0.193 4.5881 -0.5968 7.3125 -0.087
C 1.857 -0.765 -1.144 1.7357 -1.8926 0.5103 -0.618
As 0.570 0.694 -0.473 2.7201 -0.1811 0.0455 -0.406
P -0.702 2.381 0.457 -0.5451 1.0587 0.4771 0.019
S -1.167 3.619 -0.984 -0.5040 0.5819 -0.2533 -0.492
C -0.693 -0.699 0.270 -1.0204 -3.9978 6.7070 0.237
O -0.568 -1.120 1.532 -1.2350 2.1928 -7.1674 -0.570
N -1.802 -1.279 -0.599 -1.7612 0.8195 2.0035 -0.331
C -3.117 -1.379 0.180 -2.5578 5.2782 3.2940 0.425
O -3.642 -0.326 0.837 3.3288 -7.8981 -4.6128 -0.429
F -3.866 -2.681 0.231 2.6981 3.7965 -0.4228 -0.248
H 4.052 -1.268 2.404 -1.8471 -0.8302 -2.8698 0.280
H 2.552 -0.208 -1.937 -1.2070 -1.5765 1.8007 0.356
H 1.286 -1.685 -1.614 1.3324 1.7607 0.9009 0.308
H -0.226 0.707 -1.803 -0.4874 -0.0960 -0.2800 0.128
H 1.517 1.801 -1.052 -0.0692 0.2975 0.0005 0.166
H 1.399 0.697 0.869 -0.5050 -0.2407 0.0812 0.143
H -1.844 1.846 1.168 0.6918 0.4131 0.0088 0.059
H 0.174 3.029 1.443 -0.7922 -0.7587 -0.4073 0.076
H -1.949 -0.592 -1.387 -0.0130 -0.9021 0.9874 0.390
```
Forces are in eV/Å.

The net charge is -1. The value obtained for the LUMO energy is 2.724 eV. For the molar mass, the calculation gives 272.09 Da. The HOMO energy comes out at -4.457 eV. Its multiplicity is 1.

***

No. 7
The following is a DFT calculation (ωB97M-V/def2-TZVPD) of a molecular structure, C5H9B2F11NO4Tl in a non-equilibrium geometry.

Geometry as XYZ:
```
33
Properties=species:S:1:pos:R:3:forces:R:3:mulliken_charge:R:1
Tl 3.082 -20.031 20.386 1.2459 -1.5348 -0.9879 1.392
C 2.006 -20.555 17.329 -0.0077 -0.5498 1.8889 0.129
O 1.219 -20.037 18.342 -0.8603 1.1509 -0.0619 -0.171
O 3.210 -20.661 17.793 0.6172 0.0088 -0.4390 -0.258
C 1.379 -21.814 16.643 0.2271 0.0434 -0.4602 0.746
F 2.301 -22.490 16.003 0.1684 -0.0341 -0.1352 -0.209
F 0.799 -22.590 17.540 -0.1602 0.0671 0.1182 -0.214
F 0.463 -21.375 15.764 -0.1849 -0.1313 0.0410 -0.245
C -0.146 -19.590 18.082 0.0551 -0.2361 0.2820 -0.342
C -0.631 -18.828 19.282 -0.1875 0.1766 0.2108 -1.182
H -0.793 -19.460 20.156 0.2719 -0.0983 -0.0172 0.299
H 0.052 -18.014 19.523 -0.0308 0.0100 0.0876 0.284
H -1.610 -18.404 19.052 0.0603 0.0796 -0.1088 0.420
H -0.755 -20.481 17.938 -0.0763 0.0995 -0.4060 0.316
H -0.125 -18.925 17.220 -0.1052 -0.2262 -0.2002 0.329
H 2.192 -19.731 16.565 0.1818 -0.1502 -0.2665 0.477
B 4.310 -23.073 20.959 0.6340 -0.9069 -0.2367 0.456
F 5.675 -22.945 21.049 -0.3604 0.0981 -0.0508 -0.337
F 3.801 -22.656 19.691 -0.2813 0.4283 -0.0261 -0.281
F 3.887 -24.360 21.242 -0.1371 0.4215 0.0406 -0.328
F 3.702 -22.134 21.887 -0.5523 1.0502 0.1566 -0.426
B 6.049 -19.879 18.328 1.7606 -0.5681 0.1176 0.509
F 6.009 -21.181 18.796 -0.3624 0.3817 -0.3005 -0.305
F 7.189 -19.230 18.818 -0.5978 0.0265 -0.2264 -0.354
F 5.947 -19.767 16.947 -0.3205 -0.0644 0.0840 -0.344
F 4.890 -19.174 18.877 -1.0852 0.6761 0.9716 -0.352
C 0.517 -17.558 23.656 0.4343 -0.6406 0.1341 -0.691
N 1.498 -17.060 22.651 0.3224 0.0015 0.6457 0.782
O 2.079 -16.036 22.884 -0.1326 0.0958 -0.2354 -0.457
O 1.735 -17.801 21.702 -0.1394 -0.1221 -0.3234 -0.493
H -0.329 -17.988 23.134 -0.1353 0.1925 0.0001 0.244
H 0.298 -16.805 24.399 -0.1427 0.2976 -0.2776 0.307
H 1.061 -18.365 24.151 -0.1192 -0.0428 -0.0191 0.301
```
Forces are in eV/Å.

The net charge is 0. The value obtained for the LUMO energy is -6.924 eV. The energy above the lowest of the compared OMol25 structures with the same formula, charge and spin comes out at 0.0 kcal/mol. For the molar mass, the calculation gives 582.12 Da. The HOMO energy comes out at -11.376 eV. Its multiplicity is 1.